48
Properties=species:S:1:pos:R:3 method="wB97M-V/def2-TZVPD" lumo_energy_ev="2.123 / 1.863" total_charge=-1 e_homo_ev="-3.84 / -3.75"
Zn -1.6600 0.9562 -0.7926
O -2.7562 -0.8107 -0.1845
C -1.7403 -1.8275 -0.1703
C -0.5619 -1.2899 0.6151
C 0.2349 -2.2728 1.2294
C 1.4128 -2.1672 1.9107
C 2.1720 -0.0077 1.0944
C 0.8574 0.7166 0.8606
N -0.3212 -0.0152 0.4211
H -3.4279 -1.0050 -0.8513
H -1.4412 -2.0420 -1.2014
H -2.1216 -2.7368 0.2948
H -0.0974 -3.2958 1.0588
H 3.1000 -2.1706 3.3530
H 3.8009 -1.2355 1.8627
H 1.0946 1.3681 0.0100
S -3.7657 1.2530 -2.5173
C -2.4235 0.6789 -3.3789
N -1.3323 0.2631 -2.7682
C -0.3282 -0.1147 -3.6366
C 0.9295 -0.5815 -3.2608
C 1.8257 -0.9337 -4.2531
C 1.4827 -0.8291 -5.6031
C 0.2326 -0.3684 -5.9835
C -0.6705 -0.0121 -4.9915
S -2.2996 0.5957 -5.1255
H 1.1860 -0.6514 -2.2097
H 2.8085 -1.2940 -3.9779
H 2.2026 -1.1069 -6.3620
H -0.0296 -0.2858 -7.0306
Cl 2.4484 -1.0795 2.3361
C 2.4041 -0.2708 3.6931
C 1.4505 0.7480 4.2648
C 0.7663 -0.0622 5.3451
C -0.5076 -0.2964 4.9826
C -0.7709 0.3798 3.7193
C 0.3421 1.0275 3.3160
C 0.5287 1.6894 2.0024
H 2.0283 1.6005 4.6214
H 1.2684 -0.3969 6.2398
H -1.2173 -0.8990 5.5307
H -1.6953 0.3493 3.1582
H -0.3913 2.2221 1.7449
H 1.3319 2.4300 2.0312
O -1.6089 4.6776 -0.1714
N -1.5880 3.4827 -0.3468
O -2.3150 2.6872 0.3288
O -0.8377 2.9333 -1.2081